P) Density functional theory data (the ωB97M-V functional and the def2-TZVPD basis) for a cluster of 6 separate species, H14NO5 in total.

Last columns: bonded neighbours and bond lengths (Å).
Element x y z (Å)
1 O 2.59 -0.45 0.45  H12 0.965, H15 0.967
2 O -1.08 -2.51 0.63  H10 0.965, H20 0.965
3 O 0.62 -0.94 -2.51  H11 0.964, H14 0.964
4 O -0.60 1.98 -1.49  H18 0.966, H19 0.964
5 O -1.46 1.49 2.42  H16 0.966, H17 0.965
6 N -0.08 0.08 0.49  H7 1.051, H8 1.036, H9 1.037, H13 1.038
7 H 0.96 -0.01 0.51  N6 1.051
8 H -0.46 -0.87 0.30  N6 1.036
9 H -0.52 0.47 1.35  N6 1.037
10 H -1.75 -2.97 0.12  O2 0.965
11 H 1.50 -0.77 -2.86  O3 0.964
12 H 3.10 -0.25 -0.34  O1 0.965
13 H -0.29 0.75 -0.27  N6 1.038
14 H 0.03 -0.80 -3.27  O3 0.964
15 H 3.20 -0.28 1.19  O1 0.967
16 H -1.02 1.61 3.27  O5 0.966
17 H -2.32 1.92 2.53  O5 0.965
18 H -1.05 2.82 -1.32  O4 0.966
19 H -0.61 1.88 -2.45  O4 0.964
20 H -0.77 -3.15 1.27  O2 0.965

Results
lowest unoccupied orbital energy	-2.68	eV
HOMO energy	-14.95	eV
charge	+1
orbital gap	12.272	eV

natural (NBO) population analysis, charges in e, atoms 1 to 2:
1 O -0.95
2 O -0.96

=====

Q) Density functional theory data (the ωB97M-V functional and the def2-TZVPD basis) for a cluster of 6 separate species, H14NO5 in total.

Last columns: bonded neighbours and bond lengths (Å).
Element x y z (Å)
1 O 3.27 -0.03 -0.66  H14 0.965, H16 0.963
2 O -1.56 1.67 0.09  H10 0.963, H12 0.981
3 O 0.05 -1.08 3.36  H9 0.965, H18 0.964
4 O 0.58 -1.32 -1.74  H8 0.963, H19 0.962
5 O -3.55 1.16 -1.67  H15 0.957, H17 0.956
6 N 0.89 -0.44 0.72  H7 1.021, H11 1.035, H13 1.023, H20 1.026
7 H 0.12 -0.92 0.26  N6 1.021
8 H 0.33 -0.56 -2.27  O4 0.963
9 H 0.13 -1.77 4.03  O3 0.965
10 H -1.63 2.63 0.19  O2 0.963
11 H 1.70 -0.59 0.09  N6 1.035
12 H -2.12 1.45 -0.69  O2 0.981
13 H 0.67 0.56 0.64  N6 1.023
14 H 4.13 -0.10 -0.23  O1 0.965
15 H -3.40 1.85 -2.31  O5 0.957
16 H 3.43 -0.28 -1.58  O1 0.963
17 H -4.46 0.92 -1.48  O5 0.956
18 H -0.11 -0.28 3.87  O3 0.964
19 H 0.55 -2.10 -2.31  O4 0.962
20 H 0.96 -0.77 1.69  N6 1.026

Results
lowest unoccupied orbital energy	-2.70	eV
HOMO energy	-14.29	eV
charge	+1
orbital gap	11.589	eV

natural (NBO) population analysis, charges in e, atoms 1 to 2:
1 O -0.96
2 O -1.00

=====

R) Density functional theory data (the ωB97M-V functional and the def2-TZVPD basis) for a cluster of 6 separate species, H14NO5 in total.

Last columns: bonded neighbours and bond lengths (Å).
Element x y z (Å)
1 O 1.88 0.60 0.50  H7 0.968, H10 0.969
2 O -1.52 2.00 1.27  H12 0.964, H19 0.964
3 O 1.33 2.92 1.45  H8 0.978, H20 0.952
4 O 0.03 -0.87 -3.58  H14 0.966, H15 0.961
5 O -1.22 -3.75 -0.04  H9 0.960, H18 0.949
6 N -0.43 -0.88 0.45  H11 1.029, H13 1.050, H16 1.016, H17 1.033
7 H 2.60 0.92 -0.06  O1 0.968
8 H 0.43 2.66 1.20  O3 0.978
9 H -1.83 -4.14 -0.67  O5 0.960
10 H 2.18 1.05 1.30  O1 0.969
11 H -0.77 0.05 0.15  N6 1.029
12 H -2.05 1.41 1.82  O2 0.964
13 H 0.58 -0.77 0.69  N6 1.050
14 H 0.97 -1.08 -3.63  O4 0.966
15 H 0.01 0.01 -3.98  O4 0.961
16 H -1.01 -1.33 1.15  N6 1.016
17 H -0.57 -1.43 -0.41  N6 1.033
18 H -0.69 -4.39 0.41  O5 0.949
19 H -2.18 2.68 1.07  O2 0.964
20 H 1.57 3.63 0.87  O3 0.952

Results
lowest unoccupied orbital energy	-3.21	eV
HOMO energy	-14.11	eV
charge	+1
orbital gap	10.908	eV

natural (NBO) population analysis, charges in e, atoms 1 to 2:
1 O -0.99
2 O -0.97

=====

S) Density functional theory data (the ωB97M-V functional and the def2-TZVPD basis) for a cluster of 6 separate species, H14NO5 in total.

Last columns: bonded neighbours and bond lengths (Å).
Element x y z (Å)
1 O -3.34 -0.26 1.42  H7 0.973, H11 0.959
2 O 0.28 -2.57 -0.15  H8 0.954, H13 0.943
3 O -0.07 2.69 0.92  H18 0.974, H19 0.955
4 O 2.93 -1.15 0.33  H10 0.970, H16 0.949
5 O 0.47 1.40 -2.72  H15 0.959, H17 0.956
6 N -0.42 0.14 -0.09  H9 1.025, H12 1.027, H14 1.033, H20 1.030
7 H -3.08 -1.11 1.81  O1 0.973
8 H -0.09 -3.38 -0.49  O2 0.954
9 H 0.06 0.71 0.62  N6 1.025
10 H 3.50 -1.94 0.37  O4 0.970
11 H -4.09 -0.13 2.01  O1 0.959
12 H -1.41 0.38 0.02  N6 1.027
13 H 1.10 -2.75 0.27  O2 0.943
14 H -0.30 -0.88 -0.18  N6 1.033
15 H 1.02 0.67 -3.02  O5 0.959
16 H 3.50 -0.48 0.68  O4 0.949
17 H 0.20 1.87 -3.51  O5 0.956
18 H -0.63 2.73 1.72  O3 0.974
19 H 0.50 3.45 0.96  O3 0.955
20 H -0.15 0.62 -0.96  N6 1.030

Results
lowest unoccupied orbital energy	-2.72	eV
HOMO energy	-15.09	eV
charge	+1
orbital gap	12.363	eV

natural (NBO) population analysis, charges in e, atoms 1 to 2:
1 O -0.95
2 O -0.97

=====

P) (0.0110 hartree below the next structure)

=====

P) Density functional theory data (the ωB97M-V functional and the def2-TZVPD basis) for a cluster of 2 separate species, C2H3F2N in total.

Last columns: bonded neighbours and bond lengths (Å).
Element x y z (Å)
1 F 0.24 -2.08 -1.56  C4 1.300
2 F 0.40 -0.16 0.84  C5 1.350
3 N -0.39 1.39 2.32  C5 1.246, H8 1.014
4 C 0.13 -0.78 -1.63  F1 1.300, H6 0.966, H7 1.048
5 C 0.36 0.42 2.06  F2 1.350, N3 1.246
6 H -0.75 -0.40 -1.63  C4 0.966
7 H 0.94 -0.23 -2.00  C4 1.048
8 H -0.93 1.83 1.59  N3 1.014

Results
lowest unoccupied orbital energy (spin up / spin down)	0.78 / -1.73	eV
HOMO energy (spin up / spin down)	-10.55 / -8.23	eV
charge	0
orbital gap (spin up / spin down)	11.328 / 6.504	eV

natural (NBO) population analysis, charges in e, atoms 1 to 2:
1 F -0.32
2 F -0.34

=====

Q) Density functional theory data (the ωB97M-V functional and the def2-TZVPD basis) for a cluster of 2 separate species, C2H3F2N in total.

Last columns: bonded neighbours and bond lengths (Å).
Element x y z (Å)
1 F 2.60 1.24 0.04  H6 1.012
2 F 0.16 -2.18 -0.18  C4 1.326
3 N 0.34 0.24 -0.37  C4 1.235, C5 1.586
4 C -0.10 -0.88 -0.08  F2 1.326, N3 1.235, C5 1.412
5 C -1.17 0.03 0.07  N3 1.586, C4 1.412, H7 1.048, H8 1.113
6 H 1.61 1.05 -0.09  F1 1.012
7 H -2.04 0.18 -0.50  C5 1.048
8 H -1.39 0.33 1.12  C5 1.113

Results
SMILES	FC1=NC1.F
lowest unoccupied orbital energy	0.48	eV
HOMO energy	-11.95	eV
charge	0
orbital gap	12.427	eV

natural (NBO) population analysis, charges in e, atoms 1 to 2:
1 F -0.62
2 F -0.26

=====

Q) (0.1115 hartree below the next structure)